No. 1
DFT (wB97M-V/def2-TZVPD) results for 2 unconnected molecules or ions with the total composition C5H5NSe.

Last column: Löwdin charge in e.
Geometry (Å):
C1 -0.465 -0.279 0.175  -0.21
C2 0.329 -0.242 -1.004  -0.09
C3 0.026 -0.857 1.347  -0.10
C4 1.678 -0.563 -0.964  -0.14
C5 1.366 -1.163 1.230  -0.06
N1 2.077 -1.003 0.198  0.05
Se1 -1.964 2.412 0.492  0.39
H1 -1.642 -0.202 0.206  0.08
H2 0.101 0.344 -1.919  0.11
H3 -0.495 -0.959 2.297  0.10
H4 2.121 -0.736 -1.911  0.10
H5 -3.132 3.248 -0.145  -0.24

Forces on the atoms, in the same order (eV/Å):
C -2.5 -1.4 -0.2
C -0.4 2.3 -0.3
C 0.4 0.7 -0.3
C -3.3 -0.7 0.5
C 0.5 0.2 0.3
N 2.5 -1.3 0.9
Se -1.4 1.3 -0.6
H 2.5 0.5 -0.6
H -0.9 -0.9 0.6
H -0.2 -0.1 -0.5
H 1.5 0.4 -0.4
H 1.3 -1.0 0.7

## Properties
Spin multiplicity: 1
Calculated total energy (eV): -72097.595
Highest occupied orbital energy (alpha / beta) (Eh): -0.354 / -0.296
Total charge: 0
M (g mol⁻¹): 158.06

---

No. 2
DFT (wB97M-V/def2-TZVPD) results for a molecular structure, C24H34BrNO6PPdTe.

Last column: Löwdin charge in e.
Geometry (Å):
Pd1 0.455 -0.080 -0.225  0.84
C1 -4.125 -0.253 -5.821  -0.06
C2 -3.784 -1.653 -5.312  -0.56
C3 -3.357 -2.513 -6.510  -0.04
C4 -5.040 -2.258 -4.670  -0.04
C5 -2.662 -1.624 -4.277  -0.16
C6 -2.023 -0.458 -3.894  -0.06
C7 -1.047 -0.528 -2.916  -0.52
Br1 -0.077 1.082 -2.515  0.92
C8 -0.677 -1.686 -2.256  -0.36
O1 0.236 -1.713 -1.264  -0.30
C9 -1.226 -2.900 -2.736  -0.07
C10 -2.214 -2.817 -3.705  0.03
C11 -0.608 -4.245 -2.324  -0.52
C12 -0.696 -4.501 -0.815  -0.04
C13 -1.304 -5.410 -3.027  -0.06
C14 0.869 -4.238 -2.755  -0.02
H1 -4.938 -0.318 -6.544  0.09
H2 -3.276 0.213 -6.323  0.09
H3 -4.455 0.403 -5.012  0.09
H4 -4.152 -2.535 -7.257  0.09
H5 -3.150 -3.543 -6.216  0.08
H6 -2.459 -2.108 -6.979  0.09
H7 -5.854 -2.291 -5.396  0.09
H8 -5.366 -1.659 -3.817  0.09
H9 -4.863 -3.277 -4.322  0.08
H10 -2.269 0.496 -4.337  0.10
H11 -2.653 -3.738 -4.061  0.10
H12 -1.737 -4.475 -0.492  0.06
H13 -0.125 -3.773 -0.247  0.03
H14 -0.309 -5.496 -0.589  0.10
H15 -2.367 -5.463 -2.772  0.09
H16 -0.842 -6.346 -2.711  0.09
H17 -1.209 -5.342 -4.112  0.09
H18 1.426 -3.452 -2.250  0.08
H19 0.954 -4.091 -3.833  0.10
H20 1.330 -5.197 -2.508  0.09
O2 4.303 0.713 0.163  0.15
C15 3.106 0.684 0.168  -0.55
O3 2.387 -0.282 -0.385  -0.17
C16 2.294 1.778 0.817  -0.17
C17 2.868 2.887 1.401  0.04
C18 2.030 3.840 1.960  -0.01
C19 0.655 3.656 1.914  -0.01
C20 0.145 2.519 1.314  -0.08
N1 0.966 1.611 0.785  -0.06
H21 3.945 2.973 1.399  0.14
H22 2.445 4.724 2.426  0.13
H23 -0.023 4.385 2.334  0.12
H24 -0.915 2.319 1.238  0.11
C21 -4.128 -3.810 0.795  -0.06
C22 -3.062 -3.148 1.631  -0.24
O4 -2.949 -1.767 1.172  -0.22
P1 -1.867 -0.688 1.424  0.20
O5 -1.554 0.109 0.170  -0.42
Te1 0.374 -1.496 1.922  0.98
O6 -2.439 0.305 2.490  -0.25
C23 -3.177 -0.160 3.663  -0.24
C24 -3.464 1.036 4.529  -0.06
H25 -4.198 -4.863 1.067  0.10
H26 -3.884 -3.737 -0.265  0.08
H27 -5.096 -3.342 0.966  0.09
H28 -2.086 -3.619 1.512  0.08
H29 -3.327 -3.129 2.688  0.12
H30 -2.563 -0.895 4.190  0.12
H31 -4.090 -0.639 3.309  0.12
H32 -2.539 1.504 4.864  0.09
H33 -4.028 0.719 5.406  0.09
H34 -4.058 1.769 3.985  0.09

Forces on the atoms, in the same order (eV/Å):
Pd 0.1 0.0 0.0
C 0.0 0.0 0.0
C 0.0 0.0 0.0
C 0.0 0.0 0.0
C 0.0 0.0 0.0
C 0.0 0.0 0.0
C 0.0 0.0 0.0
C -0.1 0.1 -0.1
Br 0.0 0.1 -0.1
C 0.1 -0.2 0.1
O -0.1 0.1 0.0
C 0.1 0.0 0.1
C 0.0 -0.1 0.0
C 0.0 0.0 0.0
C 0.0 0.0 0.0
C -0.1 0.0 0.0
C 0.0 -0.1 0.0
H 0.0 0.0 0.0
H 0.0 0.0 0.0
H 0.0 0.0 0.0
H 0.0 0.0 0.0
H 0.0 0.0 0.0
H 0.0 0.0 0.0
H 0.0 0.0 0.0
H 0.0 0.0 0.0
H 0.0 0.0 0.0
H 0.0 0.0 0.0
H 0.0 0.0 0.0
H -0.1 0.0 0.0
H 0.0 0.0 0.0
H 0.0 0.0 0.0
H 0.0 0.0 0.0
H 0.0 0.0 0.0
H 0.0 0.0 0.0
H 0.0 0.0 0.0
H 0.0 0.0 0.0
H 0.0 0.0 0.0
O 0.0 0.0 0.0
C 0.0 0.0 0.0
O 0.0 0.0 0.0
C 0.0 0.0 0.0
C 0.0 0.0 0.0
C 0.0 0.0 0.0
C 0.0 0.0 0.0
C 0.0 0.0 0.0
N 0.0 0.0 0.0
H 0.0 0.0 0.0
H 0.0 0.0 0.0
H 0.0 0.0 0.0
H 0.0 0.0 0.0
C 0.1 0.0 0.0
C 0.1 0.0 0.0
O -0.1 0.0 0.0
P 0.0 0.0 0.0
O 0.0 0.0 0.1
Te -0.1 0.0 0.0
O 0.0 0.0 0.0
C 0.0 0.0 0.0
C 0.0 0.0 0.0
H 0.0 0.0 0.0
H 0.0 0.0 0.0
H 0.0 0.0 0.0
H 0.0 0.0 0.0
H 0.0 0.0 0.0
H 0.0 0.0 0.0
H 0.0 0.0 0.0
H 0.0 0.0 0.0
H 0.0 0.0 0.0
H 0.0 0.0 0.0

## Properties
Spin multiplicity: 1
Calculated total energy (eV): -129315.291
Highest occupied orbital energy (alpha / beta) (Eh): -0.392 / -0.392
Total charge: +1
M (g mol⁻¹): 777.44

---

No. 3
DFT (wB97M-V/def2-TZVPD) results for a molecular structure, C41H34ClN3O6OsP.

Last column: Löwdin charge in e.
Geometry (Å):
Os1 0.068 -0.288 -0.580  1.52
O1 -0.131 1.973 -4.513  0.06
C1 -0.744 3.078 -4.025  -0.25
C2 -0.940 4.135 -4.912  0.00
C3 -1.572 5.287 -4.496  -0.06
C4 -2.025 5.414 -3.182  -0.08
C5 -1.833 4.375 -2.301  -0.02
C6 -1.189 3.195 -2.698  -0.08
C7 -0.977 2.125 -1.711  -0.41
O2 -0.230 1.103 -2.080  -0.27
N1 -1.452 2.228 -0.510  0.11
N2 -1.084 1.123 0.256  -0.17
C8 -1.709 0.962 1.379  -0.04
C9 -1.602 -0.148 2.282  -0.15
C10 -2.349 -0.037 3.481  -0.04
C11 -2.415 -1.055 4.389  -0.07
C12 -1.738 -2.253 4.110  -0.06
C13 -1.018 -2.405 2.954  -0.01
C14 -0.923 -1.364 2.007  -0.33
O3 -0.193 -1.607 0.937  -0.21
H1 -0.078 1.335 -3.780  0.06
H2 -0.590 4.017 -5.929  0.12
H3 -1.720 6.095 -5.200  0.11
H4 -2.522 6.318 -2.859  0.11
H5 -2.175 4.451 -1.279  0.11
H6 -2.421 1.745 1.621  0.14
H7 -2.882 0.889 3.664  0.12
H8 -2.990 -0.948 5.297  0.11
H9 -1.789 -3.074 4.814  0.11
H10 -0.500 -3.329 2.731  0.12
N3 1.450 0.464 0.911  -0.02
C15 2.717 -0.257 0.941  -0.28
C16 3.367 -0.566 2.118  0.00
C17 4.603 -1.199 2.044  -0.04
C18 5.173 -1.493 0.812  -0.05
C19 4.503 -1.181 -0.363  -0.05
C20 3.254 -0.580 -0.291  -0.27
P1 2.173 -0.078 -1.631  1.07
C21 2.418 -1.109 -3.073  -0.34
C22 2.826 -2.437 -2.962  -0.09
C23 2.929 -3.218 -4.101  -0.06
C24 2.596 -2.689 -5.342  -0.05
C25 2.164 -1.374 -5.452  -0.05
C26 2.077 -0.578 -4.320  -0.07
C27 2.749 1.582 -2.075  -0.31
C28 3.914 1.682 -2.839  -0.07
C29 4.466 2.924 -3.109  -0.05
C30 3.865 4.074 -2.617  -0.05
C31 2.718 3.981 -1.845  -0.05
C32 2.163 2.741 -1.570  -0.08
H11 0.919 0.268 1.759  0.10
H12 1.639 1.466 0.916  0.13
H13 2.930 -0.314 3.077  0.13
H14 5.124 -1.457 2.955  0.12
H15 6.137 -1.980 0.767  0.12
H16 4.944 -1.422 -1.323  0.12
H17 3.049 -2.864 -1.992  0.11
H18 3.261 -4.244 -4.020  0.11
H19 2.674 -3.305 -6.228  0.11
H20 1.898 -0.964 -6.417  0.12
H21 1.755 0.451 -4.415  0.10
H22 4.389 0.794 -3.235  0.11
H23 5.363 2.992 -3.710  0.11
H24 4.291 5.043 -2.839  0.11
H25 2.240 4.875 -1.466  0.12
H26 1.253 2.696 -0.991  0.08
C33 -4.940 -2.185 -4.066  -0.02
C34 -4.896 -2.441 -2.589  -0.19
C35 -5.976 -2.155 -1.769  -0.05
C36 -5.914 -2.388 -0.403  -0.67
Cl1 -7.283 -2.003 0.594  0.67
C37 -4.776 -2.915 0.171  -0.10
C38 -3.684 -3.212 -0.636  -0.01
C39 -3.750 -2.977 -1.999  -0.22
O4 -2.719 -3.251 -2.881  -0.02
C40 -1.457 -3.512 -2.345  -0.08
C41 -0.821 -2.274 -1.777  -0.53
O5 0.397 -2.243 -1.434  -0.10
O6 -1.474 -1.201 -1.590  -0.04
H27 -5.854 -1.657 -4.334  0.08
H28 -4.906 -3.119 -4.628  0.09
H29 -4.086 -1.587 -4.384  0.09
H30 -6.877 -1.734 -2.197  0.12
H31 -4.735 -3.092 1.237  0.11
H32 -2.796 -3.612 -0.165  0.11
H33 -0.816 -3.884 -3.145  0.15
H34 -1.472 -4.281 -1.566  0.14

Forces on the atoms, in the same order (eV/Å):
Os 0.1 -0.3 0.2
O 0.0 0.1 0.0
C 0.0 0.0 0.0
C 0.0 0.0 0.0
C 0.0 0.0 0.0
C 0.0 0.0 0.0
C 0.0 0.0 0.0
C 0.0 0.0 0.0
C 0.1 0.0 0.1
O -0.2 -0.2 -0.1
N 0.0 0.0 0.0
N -0.1 0.0 -0.2
C 0.0 0.0 0.0
C 0.0 0.0 -0.1
C 0.0 0.0 0.0
C 0.0 0.0 0.0
C 0.0 0.0 0.0
C 0.0 0.0 0.0
C 0.1 0.1 0.3
O -0.3 0.4 -0.4
H 0.0 0.0 0.0
H 0.0 0.0 0.0
H 0.0 0.0 0.0
H 0.0 0.0 0.0
H 0.0 0.0 0.0
H 0.0 0.0 0.0
H 0.0 0.0 0.0
H 0.0 0.0 0.0
H 0.0 0.0 0.0
H 0.0 0.0 0.0
N 0.0 -0.4 0.3
C 0.0 0.1 0.3
C 0.1 0.0 0.0
C 0.0 0.0 0.0
C 0.0 0.0 0.0
C 0.1 -0.1 0.0
C 0.1 -0.1 0.0
P -0.2 0.3 -0.2
C -0.1 0.1 -0.1
C 0.0 0.0 0.0
C 0.0 0.0 0.0
C 0.0 0.0 0.0
C 0.0 0.0 0.0
C 0.0 -0.1 0.0
C 0.0 0.0 0.0
C 0.0 0.0 0.0
C 0.0 0.0 0.0
C 0.0 0.0 0.0
C 0.0 0.0 0.0
C 0.0 -0.1 0.0
H 0.2 0.0 0.2
H -0.1 0.0 -0.2
H 0.0 0.0 0.0
H 0.0 0.0 0.0
H 0.0 0.0 0.0
H 0.0 0.0 0.0
H 0.0 0.0 0.0
H 0.0 0.0 0.0
H 0.0 0.0 0.0
H 0.0 0.0 0.0
H 0.0 0.0 0.0
H 0.0 0.0 0.0
H 0.0 0.0 0.0
H 0.0 0.0 0.0
H 0.0 0.0 0.0
H 0.0 0.0 0.1
C 0.0 0.0 0.0
C 0.0 0.0 0.0
C 0.0 0.0 0.0
C 0.0 0.0 0.0
Cl 0.0 0.0 0.0
C 0.0 0.0 0.0
C 0.0 0.0 0.0
C 0.1 0.0 -0.1
O 0.0 0.0 0.1
C 0.0 0.0 0.0
C 0.0 0.1 0.1
O 0.0 0.0 -0.1
O 0.1 -0.1 -0.2
H 0.0 0.0 0.0
H 0.0 0.0 0.0
H 0.0 0.0 0.0
H 0.0 0.0 0.0
H 0.0 0.0 0.0
H 0.0 0.0 0.0
H -0.1 0.0 -0.1
H 0.1 0.0 0.0

## Properties
Spin multiplicity: 1
Calculated total energy (eV): -84099.597
Highest occupied orbital energy (Eh): -0.378
Total charge: +1
M (g mol⁻¹): 921.40

---

Values for energy above the lowest of the compared OMol25 structures with the same formula, charge and spin, kcal per mole, ordered as above
42.9, 0.0, 0.0